# 1
{"formula": "C10H21N2", "method": "the ωB97M-V functional and the def2-TZVPD basis", "species": ["C", "C", "C", "C", "C", "C", "C", "C", "C", "C", "N", "N", "H", "H", "H", "H", "H", "H", "H", "H", "H", "H", "H", "H", "H", "H", "H", "H", "H", "H", "H", "H", "H"], "coordinates": [[0.0093, -0.6468, -0.7301], [0.5960, -0.7729, 1.4276], [0.2016, 0.6796, 1.0949], [1.3784, 1.6047, 1.2018], [0.9022, -0.3300, -3.0170], [-2.2822, 0.4064, 1.8681], [1.0551, -2.8024, -0.0232], [-0.8772, 1.6775, -1.0659], [-0.1380, -1.0279, -2.1587], [-0.9296, 1.1899, 2.0128], [0.5583, -1.4540, 0.1173], [-0.3738, 0.5588, -0.2732], [1.5876, -0.8215, 1.8057], [-0.1542, -1.1902, 2.2111], [1.0998, 2.6329, 1.0072], [2.0678, 1.2508, 0.4062], [1.8346, 1.6459, 2.2807], [0.4399, 0.6639, -3.0973], [1.0117, -0.8262, -3.9904], [1.9141, -0.2756, -2.5288], [-2.1575, -0.6242, 2.0323], [-2.7676, 0.6832, 0.9622], [-3.0167, 0.6766, 2.6338], [0.2959, -3.6113, 0.0907], [1.5536, -2.8211, -1.0482], [1.9792, -2.9060, 0.6924], [-1.1163, 1.5010, -2.1184], [-0.1195, 2.4910, -1.1781], [-1.6203, 2.1067, -0.3949], [0.0060, -2.1265, -2.1436], [-1.2218, -0.9134, -2.7258], [-0.5805, 1.2156, 3.0255], [-1.1359, 2.1655, 1.6234]], "atomic_forces_ev_per_a": [[-2.90, -0.39, -8.24], [-1.81, -0.41, -0.06], [-1.80, -0.11, 1.16], [1.45, 0.15, 0.61], [0.21, 0.18, -0.05], [0.70, 1.68, 1.36], [2.74, 0.36, -0.66], [1.13, 0.65, 0.93], [-1.63, -1.40, -0.77], [-1.39, -1.03, -0.99], [1.81, -2.06, 6.68], [1.02, 2.34, 1.88], [0.85, -0.16, 0.55], [1.27, 0.29, -1.39], [-0.12, 0.20, -0.26], [0.32, 0.54, 0.81], [-0.72, -0.55, -2.16], [1.05, 0.05, -0.67], [-0.10, 0.46, 0.10], [-1.00, 0.03, -0.40], [0.12, -1.53, -0.41], [-0.25, -0.35, -0.99], [0.39, 0.36, 0.13], [0.48, 0.67, -0.02], [-0.87, -0.47, 1.12], [-2.12, -0.06, -0.97], [-0.66, -0.73, 0.70], [0.06, -0.58, 0.48], [-0.61, 0.20, -0.77], [-0.13, 0.51, -0.42], [2.31, -0.05, 1.73], [0.18, 0.22, 0.53], [0.01, 1.00, 0.45]], "energy_ev": -13679.5733, "charge": 1, "orbital_gap_ev": [6.54, 7.80], "spin_multiplicity": 3, "e_lumo_ha": [-0.086, -0.252], "s2": 2.008, "homo_energy_ev": [-8.87, -14.67]}

---

# 2
{"formula": "C10H21N2O", "method": "the ωB97M-V functional and the def2-TZVPD basis", "species": ["C", "C", "C", "C", "C", "C", "C", "C", "C", "C", "N", "N", "O", "H", "H", "H", "H", "H", "H", "H", "H", "H", "H", "H", "H", "H", "H", "H", "H", "H", "H", "H", "H", "H"], "coordinates": [[-2.4209, -0.5748, 0.3792], [-2.2421, 0.7518, -0.2502], [-1.5200, -1.4656, -0.4327], [-0.8073, 1.3202, 0.0185], [0.0186, -1.1165, -0.0635], [-0.7482, 1.8445, 1.5726], [-0.4311, 2.4409, -0.9767], [0.8919, -1.7437, -1.1972], [0.3894, -1.7393, 1.2447], [3.7614, -0.1178, -0.2287], [1.6647, 0.8984, -0.1403], [0.1262, 0.3194, -0.1980], [2.4136, -0.0494, 0.1385], [-2.2406, -0.5229, 1.4035], [-3.4831, -0.8118, 0.1684], [-2.3282, 0.8900, -1.3243], [-3.0586, 1.4891, 0.2341], [-1.6841, -2.5566, -0.2180], [-1.6322, -1.3208, -1.5797], [0.2351, 2.2974, 1.9946], [-1.1286, 1.0902, 2.2467], [-1.4359, 2.6123, 1.3704], [0.1311, 3.1941, -0.4798], [-1.3690, 2.7790, -1.4649], [0.2271, 1.9320, -1.6915], [1.0713, -0.9938, -1.9063], [0.4674, -2.6269, -1.6069], [1.7698, -2.0659, -0.7576], [-0.3993, -1.3604, 1.8361], [1.3603, -1.4900, 1.5874], [0.2883, -2.8083, 1.2611], [4.2154, 0.8939, -0.3893], [3.7405, -0.7337, -1.1139], [4.1570, -0.6547, 0.5637]], "atomic_forces_ev_per_a": [[-1.80, -0.45, -3.70], [-0.63, 4.02, 1.72], [1.49, -1.16, -0.43], [-0.76, 1.53, 1.69], [-1.29, -2.01, -3.03], [1.68, -0.21, -1.31], [-0.95, -1.05, -0.35], [-1.31, 0.44, 1.19], [-0.91, 0.51, 0.16], [0.80, 1.90, -1.78], [-5.07, -0.05, -0.78], [6.86, -0.39, 1.10], [-1.84, -1.31, 1.23], [0.25, -0.26, 1.72], [0.50, -0.38, 0.58], [-0.61, -0.89, -0.17], [2.07, -1.17, -1.12], [0.40, 0.93, -0.23], [-0.07, -0.13, 2.00], [-1.47, -1.00, -1.24], [-0.15, -0.01, 0.16], [-1.05, 1.33, 0.92], [0.20, 0.92, 0.14], [0.85, 0.27, 0.30], [-0.41, 0.73, -0.29], [0.33, 0.67, -1.47], [-0.84, -0.51, -0.49], [2.04, -0.58, 0.57], [-0.33, 0.23, 1.85], [0.68, 0.38, 0.52], [-0.06, -0.51, -0.51], [-0.42, -0.98, 0.16], [0.48, -0.02, -0.48], [1.32, -0.81, 1.38]], "energy_ev": -15725.5942, "charge": 1, "orbital_gap_ev": [7.65, 8.98], "e_lumo_ha": [-0.214, -0.178], "smiles": "CON=[N+]1C(C)(C)CCCC1(C)C", "homo_energy_ev": [-13.49, -13.82]}

---

# 3
{"formula": "C10H21N2O5Pd", "method": "the ωB97M-V functional and the def2-TZVPD basis", "species": ["Pd", "O", "C", "O", "C", "O", "C", "C", "O", "O", "H", "H", "H", "H", "H", "C", "N", "C", "C", "C", "N", "C", "C", "H", "H", "H", "H", "H", "H", "H", "H", "H", "H", "H", "H", "H", "H", "H", "H"], "coordinates": [[-0.0774, -0.0864, -0.2276], [1.7221, 2.2080, -3.5965], [1.3596, 1.5829, -2.4800], [0.6468, 2.0550, -1.6343], [2.0529, 0.2295, -2.4326], [1.4791, -0.7150, -1.5160], [0.7675, -1.7931, -2.2055], [-0.6430, -1.3502, -2.5877], [-1.2502, -1.9841, -3.4103], [-1.0811, -0.2879, -1.9516], [1.3267, 3.0945, -3.6044], [3.0869, 0.4015, -2.1288], [2.0598, -0.1932, -3.4353], [0.7240, -2.6283, -1.5080], [1.3306, -2.0975, -3.0847], [1.7392, 0.6768, 2.0260], [0.7967, -0.3868, 1.6158], [1.5156, -1.6793, 1.5841], [-0.3581, -0.4738, 2.5581], [-1.3607, 0.5960, 2.2059], [-1.7389, 0.4681, 0.7735], [-2.8217, -0.5266, 0.5740], [-2.1915, 1.7792, 0.2455], [2.1178, 0.4773, 3.0319], [1.2499, 1.6474, 2.0062], [2.5733, 0.6971, 1.3280], [1.9372, -1.9008, 2.5682], [2.3212, -1.6214, 0.8555], [0.8265, -2.4731, 1.3033], [-0.0132, -0.3609, 3.5897], [-0.7911, -1.4687, 2.4581], [-0.9052, 1.5782, 2.3321], [-2.2500, 0.5614, 2.8389], [-3.7168, -0.1975, 1.1070], [-2.5098, -1.4976, 0.9534], [-3.0215, -0.6108, -0.4901], [-3.0629, 2.1187, 0.8105], [-2.4548, 1.6572, -0.8024], [-1.3854, 2.5041, 0.3303]], "atomic_forces_ev_per_a": [[-0.20, -0.37, -0.22], [-0.02, -0.01, 0.03], [0.01, 0.05, -0.04], [0.19, -0.03, 0.05], [-0.04, 0.00, 0.11], [0.13, -0.10, -0.13], [0.13, 0.11, 0.03], [-0.31, 0.08, -0.10], [0.00, 0.02, -0.03], [0.04, 0.01, 0.03], [0.00, 0.00, 0.00], [0.00, 0.02, 0.01], [0.03, 0.01, -0.01], [0.00, 0.01, 0.03], [-0.01, -0.02, -0.01], [-0.03, 0.02, -0.06], [0.04, 0.13, 0.21], [0.03, 0.05, 0.07], [0.08, -0.02, 0.04], [0.08, 0.13, -0.06], [-0.12, 0.06, 0.04], [0.08, -0.05, 0.10], [-0.02, -0.06, -0.06], [0.01, 0.00, 0.00], [0.00, 0.00, 0.01], [0.00, 0.01, -0.01], [0.00, -0.01, 0.00], [0.00, -0.01, 0.00], [0.00, 0.00, -0.01], [0.01, -0.03, 0.00], [-0.03, 0.01, -0.02], [-0.05, 0.02, 0.02], [0.01, -0.06, 0.01], [-0.01, 0.01, -0.03], [-0.01, 0.01, 0.02], [-0.01, 0.00, -0.02], [0.00, 0.00, 0.00], [0.01, 0.00, 0.00], [0.01, 0.00, 0.00]], "energy_ev": -27402.3301, "charge": 1, "orbital_gap_ev": 9.18, "e_lumo_ha": -0.127, "homo_energy_ev": -12.64}

---

# 4
{"formula": "C10H21N2OP", "method": "the ωB97M-V functional and the def2-TZVPD basis", "species": ["C", "C", "C", "C", "C", "C", "C", "C", "C", "C", "N", "N", "O", "P", "H", "H", "H", "H", "H", "H", "H", "H", "H", "H", "H", "H", "H", "H", "H", "H", "H", "H", "H", "H", "H"], "coordinates": [[-3.4639, -1.8710, 0.0724], [1.7256, -0.5519, 0.5599], [-2.0757, 0.0396, -0.8253], [-4.4128, 0.4416, -0.5758], [-3.2825, 0.3023, 1.4851], [2.2042, -2.8848, -0.0244], [2.7371, -1.0648, -1.5747], [3.4896, 1.1678, 0.4781], [1.5525, 1.9779, 1.2470], [-3.2892, -0.3558, 0.0892], [2.4068, -1.4371, -0.2013], [2.0831, 0.8564, 0.4750], [-2.6629, -2.7651, 0.1653], [0.4262, -0.8857, 1.6391], [-1.9871, 1.0240, -0.6452], [-1.2566, -0.5553, -0.4063], [-2.2215, -0.2986, -1.9089], [-4.9046, -0.1334, -1.4691], [-4.0895, 1.3866, -0.8182], [-5.1859, 0.5495, 0.0730], [-2.4246, 0.0049, 2.2460], [-4.1250, -0.0011, 2.1032], [-3.1886, 1.4581, 1.4416], [1.1841, -3.0304, -0.3471], [2.6785, -3.5400, -0.7282], [2.2804, -3.0370, 1.0930], [3.4288, -1.8447, -1.9513], [1.7756, -0.7979, -2.2514], [3.3651, -0.0730, -1.6897], [3.6929, 2.1134, -0.2927], [3.9683, 1.5428, 1.5066], [3.9637, 0.2948, 0.0358], [1.8418, 2.7801, 0.6715], [0.5181, 1.9079, 1.1590], [1.8625, 1.9059, 2.3723]], "atomic_forces_ev_per_a": [[0.99, -1.55, 0.43], [-1.26, 2.14, 1.86], [-0.32, -5.44, 0.06], [-1.07, -4.35, -2.50], [2.89, 0.21, 2.51], [-1.87, 1.58, 1.58], [0.15, 2.42, -1.60], [2.06, 1.94, -1.54], [-0.65, -3.46, 2.06], [0.17, 1.77, -1.13], [1.59, 0.27, -1.66], [1.59, -0.67, 0.12], [-1.45, 2.18, -0.17], [0.47, -0.43, 0.02], [0.86, 3.51, -0.04], [0.37, 0.61, -0.46], [-0.03, 0.85, 1.50], [1.23, 1.22, 1.20], [0.85, 2.03, -0.92], [-2.50, 0.36, 2.03], [-1.13, 0.36, -1.98], [-0.57, 0.28, -0.46], [-0.46, -1.96, -0.24], [-0.96, -0.47, 0.49], [1.43, 0.12, 0.14], [0.13, -0.60, -1.42], [-0.90, 0.36, -0.27], [1.99, -1.21, 1.37], [-1.28, -1.91, 0.55], [-0.43, -2.31, 1.85], [-1.16, -1.21, -1.92], [0.87, 0.35, 0.58], [0.93, 2.31, -0.42], [-2.15, 0.15, 0.38], [-0.38, 0.56, -1.99]], "energy_ev": -25019.8628, "orbital_gap_ev": [6.96, 7.89], "e_lumo_ha": [-0.012, 0.013], "homo_energy_ev": [-7.29, -7.54]}

---

# 5
{"formula": "C10H21N2OP", "method": "the ωB97M-V functional and the def2-TZVPD basis", "species": ["C", "C", "C", "C", "C", "C", "C", "C", "C", "C", "N", "N", "O", "P", "H", "H", "H", "H", "H", "H", "H", "H", "H", "H", "H", "H", "H", "H", "H", "H", "H", "H", "H", "H", "H"], "coordinates": [[1.9972, -0.8752, -2.5228], [1.8207, -1.3535, -1.2881], [-1.5139, 2.5624, -1.8269], [-2.4780, 1.7320, 0.3262], [-0.4660, 3.2870, 0.3967], [-0.6823, -1.7298, 1.4156], [1.2770, -3.2290, 1.0325], [1.7361, -1.0272, 1.9496], [-1.1888, 2.2564, -0.4086], [0.8234, -1.7589, 0.9892], [-0.2831, 1.0455, -0.5037], [0.7892, -1.2169, -0.3838], [-1.4463, -0.9073, -1.9826], [-0.4974, -0.3306, -1.0352], [2.8846, -1.1731, -3.0347], [2.6076, -1.9299, -0.8016], [-2.3891, 3.1589, -2.0100], [-0.6283, 3.0835, -2.2435], [-1.7344, 1.6321, -2.4288], [-2.0081, 1.2494, 1.0951], [-2.9410, 1.0695, -0.3922], [-3.2538, 2.4427, 0.6235], [-0.5513, 3.2377, 1.5051], [0.5939, 3.3572, 0.2049], [-0.8179, 4.2830, 0.0944], [-0.8929, -2.6943, 1.7941], [-0.8848, -0.9011, 2.0250], [-1.2881, -1.6760, 0.5027], [2.2866, -3.4230, 0.8439], [0.6562, -3.9554, 0.3606], [1.0886, -3.4830, 2.0454], [1.3616, 0.0182, 2.2343], [1.7721, -1.6679, 2.8888], [2.7776, -0.9666, 1.6196], [1.4729, -0.1167, -3.0846]], "atomic_forces_ev_per_a": [[0.30, 0.19, 0.24], [1.03, -0.48, 0.65], [0.60, 0.28, -2.02], [0.21, 1.45, -2.47], [0.09, 1.85, 0.49], [1.51, -0.41, -1.63], [-2.64, -0.85, -1.60], [-0.34, 0.93, 1.81], [-0.66, -2.69, 0.22], [-0.95, -0.40, -0.79], [-0.59, 2.56, 1.74], [-0.65, 0.27, -1.82], [-0.03, -0.58, -0.06], [0.92, -0.69, 0.50], [0.55, -0.26, -0.08], [0.13, -0.20, -0.63], [-0.37, 0.76, 0.36], [-0.54, -0.30, -0.31], [0.51, 0.87, 0.78], [0.19, -1.56, 2.52], [-0.21, -0.57, 0.13], [0.54, 0.29, 0.10], [-0.30, -0.38, -0.75], [0.40, -0.47, -0.34], [-0.27, -0.07, 0.25], [-0.63, -0.66, 1.07], [-0.51, 0.86, 1.10], [-0.23, -0.06, 0.30], [1.67, 0.02, -0.43], [0.94, 1.50, 1.07], [-0.09, -0.73, 0.93], [0.55, -1.45, -0.53], [-0.10, 1.02, -0.88], [-0.22, 0.08, -0.26], [-0.79, -0.11, 0.33]], "energy_ev": -25025.4978, "orbital_gap_ev": 8.93, "e_lumo_ha": 0.024, "homo_energy_ev": -8.28}

---

# 6
{"formula": "C10H21N4O", "method": "the ωB97M-V functional and the def2-TZVPD basis", "species": ["C", "C", "C", "C", "C", "C", "C", "C", "C", "C", "N", "N", "N", "N", "O", "H", "H", "H", "H", "H", "H", "H", "H", "H", "H", "H", "H", "H", "H", "H", "H", "H", "H", "H", "H", "H"], "coordinates": [[-1.6541, 0.1650, 0.1668], [1.9024, 0.9561, 0.0238], [-2.9274, 0.1736, 0.4184], [2.4307, 0.0702, -0.8871], [-3.5132, -0.0043, 1.8067], [-3.9030, 0.6692, -0.6193], [-0.7898, -2.5065, -0.0903], [-0.2735, 2.3459, 2.1564], [0.2092, -1.3482, -0.2175], [-0.1334, 2.2622, 0.6333], [-0.3638, -0.0014, 0.0667], [0.4521, 1.0709, 0.2139], [3.2726, -0.8352, -0.9414], [5.0326, -1.4455, -2.9160], [2.5964, 1.8345, 0.5229], [-3.8326, 0.9326, 2.2037], [-4.2811, -0.6899, 1.6710], [-2.7825, -0.2497, 2.6833], [-3.2832, 0.9768, -1.5448], [-4.5438, -0.1956, -1.0054], [-4.6169, 1.3471, -0.0483], [-1.4254, -2.6029, -1.0112], [-0.2568, -3.4869, -0.0231], [-1.3853, -2.4676, 0.7214], [-0.5659, 3.2486, 2.5307], [-0.9028, 1.5486, 2.5992], [0.6563, 2.1000, 2.4936], [1.0327, -1.4096, 0.5745], [0.5346, -1.3719, -1.2832], [-1.0756, 2.4386, 0.1373], [0.5648, 3.0824, 0.3038], [3.5732, -1.4257, -0.1403], [3.9192, -1.0289, -1.7425], [5.1244, -0.4646, -3.3325], [5.2781, -2.1057, -3.7266], [5.9304, -1.5824, -2.3980]], "atomic_forces_ev_per_a": [[2.58, -0.97, 0.21], [-0.19, 2.32, 0.07], [0.23, 0.88, 0.46], [-4.88, 2.34, -0.36], [3.42, 0.32, 1.49], [-0.33, -1.22, -1.15], [1.57, -0.79, -3.23], [-1.37, -2.84, -1.49], [0.62, -1.00, 0.31], [0.22, 2.97, 0.90], [-4.04, -0.20, -0.21], [2.44, -1.37, -0.96], [5.29, -5.01, 0.28], [2.55, 0.09, -2.05], [-0.50, -0.08, 0.99], [-0.92, 0.88, -0.33], [-1.57, -1.26, 0.44], [-0.99, -0.42, -1.99], [-1.56, 0.37, 1.54], [0.75, 0.98, 0.68], [1.07, -0.22, -1.45], [0.49, 0.30, 0.85], [-0.02, 0.96, -0.12], [-2.05, 0.33, 2.83], [-0.84, 2.50, 0.74], [-0.16, 0.39, -0.48], [2.75, -0.25, 1.27], [-0.92, -0.28, -1.51], [0.43, 0.29, 1.19], [-0.35, -0.07, -0.42], [-0.69, -0.81, 0.33], [-0.49, 0.91, -0.46], [-0.51, -0.08, -0.09], [-0.01, -1.73, 0.58], [-1.14, 1.24, 1.19], [-0.89, 0.52, -0.06]], "energy_ev": -18704.4987, "charge": 1, "orbital_gap_ev": [6.04, 8.35], "spin_multiplicity": 3, "e_lumo_ha": [-0.115, -0.154], "s2": 2.013, "homo_energy_ev": [-9.17, -12.53]}